Formula: C13H17Cl39O7P2S
Source: the Open Molecules 2025 dataset
Level of theory: ωB97M-V/def2-TZVPD

Geometry as XYZ:
```
79
Properties=species:S:1:pos:R:3
O 2.97133 2.85541 -0.34848
S 2.61637 2.09145 -1.49418
O 2.68938 0.52808 -0.92191
O 2.31285 -0.29134 -2.04934
O 0.97991 2.18089 -1.73453
P 0.06387 2.11558 -0.31724
P -1.46107 0.58160 -0.75765
O -1.09230 -0.17408 -1.95908
O -1.52851 -0.31240 0.54158
O -2.88103 1.26916 -0.97057
H 1.33863 -0.32128 -2.01888
H -0.69298 3.29023 -0.27160
H -1.25081 -1.19503 0.24439
H -3.04886 1.26923 -1.92519
C 1.54454 -4.62533 -1.48843
Cl 2.32182 -4.33448 0.06433
Cl 1.25152 -6.34848 -1.73078
Cl 0.03606 -3.71541 -1.62314
H 2.20876 -4.28047 -2.26960
C -3.67746 4.77206 -0.03051
Cl -4.96286 5.92687 0.31550
Cl -2.64309 5.40391 -1.32085
Cl -2.72683 4.44186 1.42262
H -4.13805 3.84017 -0.35190
C -7.54198 2.58565 -1.10293
Cl -5.80770 2.31598 -0.83578
Cl -8.15443 3.94225 -0.17165
Cl -7.82733 2.83303 -2.82736
H -8.08287 1.70181 -0.79553
C -0.63860 1.06807 -5.77409
Cl 0.03886 1.28972 -4.16034
Cl -2.26963 1.74494 -5.84561
Cl 0.41406 1.85041 -6.96534
H -0.70228 0.01331 -6.00120
C 3.66503 -1.53552 -4.94290
Cl 5.07271 -2.09250 -5.85342
Cl 3.10803 0.02135 -5.54655
Cl 2.36997 -2.74009 -5.05777
H 3.95492 -1.41858 -3.90898
C 5.64441 -5.14557 1.86060
Cl 5.83676 -5.23532 0.10870
Cl 7.21251 -4.99903 2.64921
Cl 4.58666 -3.80619 2.32199
H 5.18913 -6.06560 2.19685
C -6.19096 1.82673 3.25250
Cl -4.54973 1.28613 2.93075
Cl -6.57874 1.63972 4.96547
Cl -6.43856 3.49718 2.74041
H -6.86755 1.20114 2.68679
C 1.21577 6.72250 0.04871
Cl 1.52671 8.02379 -1.09640
Cl -0.03009 7.19041 1.20600
Cl 0.75698 5.24422 -0.80085
H 2.12467 6.51893 0.59156
C 6.21005 -8.74958 4.51502
Cl 5.30842 -8.49752 3.01426
Cl 7.94255 -8.59800 4.23234
Cl 5.67992 -7.62073 5.75917
H 6.01068 -9.75421 4.85875
C -11.59364 2.95826 2.26237
Cl -11.68371 2.14096 0.69897
Cl -9.91837 3.10949 2.78938
Cl -12.36891 4.53860 2.18417
H -12.12423 2.35749 2.98670
C 5.75163 8.41111 0.26234
Cl 5.43969 9.77600 -0.80799
Cl 4.27044 7.91489 1.08561
Cl 6.45100 7.06153 -0.62761
H 6.46141 8.72560 1.01348
C 6.72328 -6.02756 9.43380
Cl 5.27063 -6.06962 8.43243
Cl 8.14978 -6.43190 8.48019
Cl 6.90767 -4.45213 10.20186
H 6.61568 -6.77046 10.21063
C -1.38187 -5.79954 -5.13815
Cl -2.27344 -5.46436 -6.62430
Cl 0.35799 -5.68976 -5.41742
Cl -1.86610 -4.70555 -3.85343
H -1.60850 -6.81009 -4.83004
```

Output
- E_tot: -545874.647 eV
- ΔE to the lowest compared entry with this formula, charge and spin: 0.000 eV
- E_HOMO: -9.580 eV
- HOMO-LUMO gap: 0.35512 hartree
- Total charge: 0
- LUMO level: 0.083 eV

Partial atomic charges computed with the Löwdin method, in multiples of e:
1 O -0.415
2 S 0.871
3 O -0.338
4 O -0.113
5 O -0.788
6 P 0.835
7 P 0.254
8 O -0.377
9 O -0.145
10 O -0.200
11 H 0.048
12 H -0.166
13 H 0.081
14 H 0.081
15 C -1.533
16 Cl 0.513
17 Cl 0.526
18 Cl 0.493
19 H -0.008
20 C -1.555
21 Cl 0.526
22 Cl 0.524
23 Cl 0.520
24 H -0.098
25 C -1.506
26 Cl 0.587
27 Cl 0.510
28 Cl 0.541
29 H 0.014
30 C -1.508
31 Cl 0.600
32 Cl 0.522
33 Cl 0.510
34 H 0.019
35 C -1.539
36 Cl 0.532
37 Cl 0.529
38 Cl 0.510
39 H 0.002
40 C -1.565
41 Cl 0.518
42 Cl 0.526
43 Cl 0.507
44 H -0.066
45 C -1.556
46 Cl 0.534
47 Cl 0.530
48 Cl 0.489
49 H 0.008
50 C -1.534
51 Cl 0.528
52 Cl 0.534
53 Cl 0.549
54 H -0.047
55 C -1.527
56 Cl 0.557
57 Cl 0.530
58 Cl 0.499
59 H 0.012
60 C -1.548
61 Cl 0.516
62 Cl 0.500
63 Cl 0.533
64 H 0.011
65 C -1.541
66 Cl 0.529
67 Cl 0.549
68 Cl 0.534
69 H 0.010
70 C -1.547
71 Cl 0.497
72 Cl 0.523
73 Cl 0.530
74 H 0.011
75 C -1.545
76 Cl 0.528
77 Cl 0.508
78 Cl 0.506
79 H 0.013

Formula: C2H3O3S
Source: the Open Molecules 2025 dataset
Level of theory: ωB97M-V/def2-TZVPD

Geometry as XYZ:
```
9
Properties=species:S:1:pos:R:3
C -1.22119 -0.32715 -0.92392
C 0.42296 0.37261 0.63334
O 1.97645 2.68553 0.34040
O 1.62162 1.60781 2.51371
O -0.04966 0.30146 -0.70525
S 0.96807 2.19105 1.26407
H -1.35610 -0.03813 -2.07245
H -0.39260 0.10932 1.20815
H 1.38912 -0.19410 0.81111
```

Output
- E_tot: -19097.622 eV
- ΔE to the lowest compared entry with this formula, charge and spin: 4.630 eV
- E_HOMO: -3.491 eV
- HOMO-LUMO gap: 0.26856 hartree
- Total charge: -1
- LUMO level: 3.816 eV

Partial atomic charges computed with the Löwdin method, in multiples of e:
1 C 0.032
2 C -0.327
3 O -0.566
4 O -0.617
5 O -0.270
6 S 0.615
7 H 0.012
8 H 0.021
9 H 0.101

Formula: C12H24F6GeNO4PtS2Se
Source: the Open Molecules 2025 dataset
Level of theory: ωB97M-V/def2-TZVPD

Geometry as XYZ:
```
52
Properties=species:S:1:pos:R:3
Pt -0.48490 1.86690 -0.00492
F 1.17233 2.39526 -4.40991
C 0.80875 2.08961 -3.15791
F 1.87341 2.31199 -2.38084
F 0.51526 0.78822 -3.14280
S -0.70327 3.12822 -2.68826
O -0.41826 3.78598 -1.42804
O -0.82008 3.99852 -3.81659
N -1.85556 2.08155 -2.68990
S -2.52137 1.26817 -1.50014
O -3.14053 2.04766 -0.45444
O -2.02121 -0.06295 -1.26382
C -4.02982 0.87307 -2.53166
F -3.71158 0.19979 -3.64564
F -4.66537 2.00015 -2.88880
F -4.89852 0.11936 -1.84326
C 3.07591 -4.36090 -2.16478
Ge 2.15961 -3.28498 -0.77084
C 3.13872 -3.44658 0.93642
C 0.29695 -3.87435 -0.56753
C 2.14535 -1.39798 -1.31741
Se 1.12759 -0.30822 0.02745
C 2.71564 0.68595 0.60147
H 3.06051 -5.42426 -1.92166
H 4.11589 -4.04889 -2.27048
H 2.57901 -4.22187 -3.12601
H 3.04527 -4.44497 1.36400
H 2.72400 -2.72450 1.64157
H 4.19782 -3.22684 0.79503
H 0.22608 -4.82928 -0.04729
H -0.18440 -3.96846 -1.54134
H -0.24251 -3.11788 0.00430
H 1.63341 -1.28681 -2.27146
H 3.14108 -0.96584 -1.39504
H 3.39706 0.01274 1.11862
H 2.37176 1.47923 1.25860
H 3.19323 1.12365 -0.27035
C -0.82214 1.53702 4.39276
C -1.37876 1.56314 2.96100
C -2.28015 2.79581 2.80346
C -2.21278 0.28880 2.72367
C -0.23120 1.59686 1.98002
H -1.63220 1.54184 5.12796
H -0.18729 2.40891 4.56660
H -0.21701 0.63926 4.54510
H -3.15038 2.73075 3.46350
H -2.62396 2.87642 1.77409
H -1.71906 3.69945 3.05367
H -3.09052 0.26826 3.37841
H -1.60710 -0.59879 2.92420
H -2.54065 0.25188 1.68463
H 0.67594 1.13994 2.38460
```

Output
- E_tot: -185595.223 eV
- ΔE to the lowest compared entry with this formula, charge and spin: 1.352 eV
- E_HOMO (alpha / beta): -3.457 / -5.057 eV
- 2S+1: 3
- HOMO-LUMO gap (alpha / beta): 0.21454 / 0.27286 hartree
- Total charge: -1
- LUMO level (alpha / beta): 2.381 / 2.368 eV

Partial atomic charges computed with the Löwdin method, in multiples of e:
1 Pt 0.623
2 F 0.116
3 C -0.656
4 F 0.110
5 F 0.096
6 S 0.560
7 O -0.368
8 O -0.279
9 N -0.311
10 S 0.499
11 O -0.326
12 O -0.345
13 C -0.669
14 F 0.114
15 F 0.112
16 F 0.116
17 C -0.230
18 Ge 0.745
19 C -0.224
20 C -0.217
21 C -0.547
22 Se 0.875
23 C -0.378
24 H 0.008
25 H 0.009
26 H 0.011
27 H 0.011
28 H 0.005
29 H 0.013
30 H 0.013
31 H 0.020
32 H 0.004
33 H 0.002
34 H 0.013
35 H 0.019
36 H -0.002
37 H 0.017
38 C -0.090
39 C -0.708
40 C -0.078
41 C -0.066
42 C -0.249
43 H 0.074
44 H 0.075
45 H 0.072
46 H 0.076
47 H 0.047
48 H 0.078
49 H 0.077
50 H 0.077
51 H 0.062
52 H -0.009